Entry 1:
DFT (ωB97M-V with the def2-TZVPD basis set) results for one molecule with the formula C14H15N7O5S2.

The spin multiplicity is 1. The gap between HOMO and LUMO is 8.824 eV. The value obtained for the HOMO energy is -9.7 eV. Its energy relative to the best compared isomer or geometry (same formula, charge and spin) is 0.0 kJ/mol. As for the SMILES: N#Cc1cccc(N/C(=N\O)c2nonc2SCCNC(=O)CS(N)(=O)=O)c1. The molar mass is 425.45 g mol⁻¹.

Atoms and positions in Å:
N  -3.1953  -1.4436  6.3690
C  -2.5132  -1.3758  5.4427
C  -1.6471  -1.2104  4.3073
C  -1.7893  -1.9753  3.1461
C  -0.9436  -1.7837  2.0531
C  0.0140  -0.7529  2.0969
C  0.1624  0.0806  3.2245
N  1.1836  1.0533  3.2598
C  1.6431  1.7538  2.1350
N  0.8249  2.1825  1.1962
O  -0.5843  2.0869  1.3063
C  3.0887  1.9573  1.9344
N  3.9744  1.4268  2.7427
O  5.2473  1.7349  2.2156
N  5.0531  2.5051  1.0234
C  3.7825  2.6132  0.8598
S  3.0540  3.5378  -0.5242
C  3.5500  2.4791  -1.9842
C  3.0104  1.0676  -1.8853
N  1.5678  1.0412  -1.6210
C  0.5919  0.8826  -2.5769
O  0.9288  0.6704  -3.7410
C  -0.8161  1.0181  -2.2119
S  -1.4768  -0.5906  -2.4961
N  -2.9779  -0.3482  -1.9016
O  -1.0032  -1.6223  -1.6329
O  -1.8365  -0.9808  -3.8592
C  -0.7030  -0.1484  4.3085
H  -2.5554  -2.7434  3.1070
H  -0.9696  -2.4687  1.2019
H  0.6180  -0.6088  1.2281
H  1.8985  0.8486  3.9572
H  -0.8007  2.0323  2.2582
H  4.6561  2.5198  -1.9695
H  3.1623  2.9837  -2.9024
H  3.2811  0.5273  -2.8031
H  3.4833  0.5475  -1.0329
H  1.2340  1.3968  -0.7326
H  -0.9637  1.2892  -1.1538
H  -1.2825  1.7690  -2.8455
H  -3.0406  -1.1262  -1.2385
H  -3.5561  -0.5660  -2.7032
H  -0.6011  0.4941  5.1970

Listed below, in e, are the Löwdin charges computed for each atom:
1. N 0.163
2. C -0.181
3. C -0.217
4. C -0.030
5. C -0.035
6. C 0.003
7. C -0.260
8. N 0.103
9. C -0.260
10. N 0.022
11. O -0.029
12. C -0.215
13. N 0.147
14. O -0.056
15. N 0.120
16. C -0.543
17. S 0.926
18. C -0.410
19. C -0.227
20. N 0.065
21. C -0.545
22. O 0.060
23. C -0.145
24. S 0.595
25. N -0.085
26. O -0.293
27. O -0.298
28. C 0.037
29. H 0.120
30. H 0.113
31. H 0.106
32. H 0.145
33. H 0.097
34. H 0.079
35. H 0.098
36. H 0.131
37. H 0.118
38. H 0.067
39. H 0.109
40. H 0.139
41. H 0.071
42. H 0.065
43. H 0.133

=====

Entry 2:
DFT (ωB97M-V with the def2-TZVPD basis set) results for a 2-piece molecular cluster, C14H15NO2PS overall.

The spin multiplicity is 1. The gap between HOMO and LUMO is 6.724 eV. The value obtained for the HOMO energy is -11.8 eV. Its charge is +1. The molar mass is 292.32 g mol⁻¹.

Atoms and positions in Å:
C  0.8133  3.8815  -0.3895
C  0.3741  2.7557  -0.9886
P  0.1443  1.2607  -0.0222
S  2.0206  0.7275  0.7133
O  -0.3505  -0.0132  -0.8718
C  -1.5590  0.1616  -1.6379
O  -1.6740  -0.5150  -2.6159
C  -2.6515  1.0953  -1.1920
C  -3.5991  0.7213  -0.2526
C  -4.5631  1.6151  0.1430
C  -4.6181  2.8904  -0.3814
C  -3.7032  3.2783  -1.3413
C  -2.7481  2.3688  -1.7241
H  1.6822  4.3751  -0.8315
H  0.3569  4.3147  0.5036
H  0.1637  2.7828  -2.0618
H  -0.6152  1.5096  1.1416
H  2.6004  0.2632  -0.4277
H  -3.5936  -0.2757  0.1821
H  -5.3017  1.3488  0.8934
H  -5.3640  3.6158  -0.0675
H  -3.6869  4.2655  -1.7915
H  -2.0012  2.6595  -2.4630
N  4.5956  -4.5570  2.4168
C  4.3797  -3.2714  2.1491
C  3.3938  -2.8209  1.2846
C  2.5884  -3.7591  0.6592
C  2.7984  -5.1013  0.9230
C  3.8105  -5.4447  1.8076
H  5.0358  -2.5736  2.6586
H  3.2615  -1.7623  1.1061
H  1.8072  -3.4486  -0.0248
H  2.1929  -5.8655  0.4556
H  4.0101  -6.4829  2.0477

Listed below, in e, are the Löwdin charges computed for each atom:
1. C 0.023
2. C -0.316
3. P 0.646
4. S 0.604
5. O -0.198
6. C -0.390
7. O 0.215
8. C -0.195
9. C -0.023
10. C -0.057
11. C -0.051
12. C -0.049
13. C -0.058
14. H 0.096
15. H 0.091
16. H 0.098
17. H 0.070
18. H -0.096
19. H 0.134
20. H 0.122
21. H 0.121
22. H 0.122
23. H 0.116
24. N 0.063
25. C -0.153
26. C -0.092
27. C -0.086
28. C -0.067
29. C -0.141
30. H 0.105
31. H 0.032
32. H 0.101
33. H 0.105
34. H 0.108

=====

Entry 3:
DFT (ωB97M-V with the def2-TZVPD basis set) results for a 2-piece molecular cluster, C14H16 overall.

The spin multiplicity is 2. The gap between HOMO and LUMO (alpha / beta) is 2.316 / 6.594 eV. The value obtained for the HOMO energy (alpha / beta) is 0.9 / -3.4 eV. Its expectation value of S² is 0.76. Its energy relative to the best compared isomer or geometry (same formula, charge and spin) is 75.7 kJ/mol. Its charge is -1. The molar mass is 184.28 g mol⁻¹.

Atoms and positions in Å:
C  0.6645  2.3346  1.6530
C  3.5208  -0.7901  1.4520
C  2.2720  -1.0779  1.9872
C  3.8397  0.4545  0.9562
C  1.3278  -0.0072  2.0719
C  2.9738  1.5099  1.0659
C  1.6987  1.2221  1.5832
H  4.2387  -1.6047  1.5143
H  1.9345  -2.0387  2.3432
H  4.9059  0.5145  0.7435
H  0.3334  -0.3118  2.3710
H  3.2070  2.5117  0.7336
H  -0.1782  2.1480  0.9628
H  1.1201  3.2902  1.4074
H  0.0323  2.3282  2.5480
C  -3.1088  -1.8009  0.0966
C  -0.4255  -0.0840  -2.0154
C  -1.0494  -0.7655  -0.9064
C  -1.1996  0.1260  -3.1760
C  -2.4134  -0.9891  -0.9771
C  -2.5650  -0.0336  -3.2113
C  -3.1863  -0.6771  -2.0886
H  0.5345  0.4063  -2.0264
H  -0.4550  -0.9487  -0.0208
H  -0.7230  0.6534  -4.0048
H  -3.1322  0.3542  -4.0514
H  -3.7949  -1.1637  0.6639
H  -2.3796  -2.2327  0.7856
H  -4.2726  -0.7444  -2.1062
H  -3.7203  -2.5833  -0.3551

Listed below, in e, are the Löwdin charges computed for each atom:
1. C -0.062
2. C -0.128
3. C -0.073
4. C -0.119
5. C -0.062
6. C -0.054
7. C -0.280
8. H 0.093
9. H 0.090
10. H 0.098
11. H 0.107
12. H 0.102
13. H 0.082
14. H 0.063
15. H 0.072
16. C -0.105
17. C -0.182
18. C -0.136
19. C -0.216
20. C -0.380
21. C -0.193
22. C -0.160
23. H 0.038
24. H 0.052
25. H 0.068
26. H 0.057
27. H 0.057
28. H 0.052
29. H 0.062
30. H 0.057

=====

Entry 4:
DFT (ωB97M-V with the def2-TZVPD basis set) results for a 2-piece molecular cluster, C14H16 overall.

The spin multiplicity is 1. The gap between HOMO and LUMO is 9.921 eV. The value obtained for the HOMO energy is -8.9 eV. Its energy relative to the best compared isomer or geometry (same formula, charge and spin) is 44.4 kJ/mol. As for the SMILES: Cc1ccccc1.Cc1ccccc1. The molar mass is 184.28 g mol⁻¹.

Atoms and positions in Å:
C  4.8055  0.7298  -1.1969
C  3.5319  -0.0420  -1.2689
C  2.9126  -0.1204  -2.5152
C  1.7677  -0.8861  -2.6648
C  1.2322  -1.5930  -1.6116
C  1.8052  -1.4682  -0.3362
C  2.9217  -0.6439  -0.1709
H  5.6769  0.0595  -1.2579
H  4.9708  1.3880  -0.3455
H  5.0222  1.3279  -2.0871
H  3.2676  0.4335  -3.3727
H  1.3206  -0.9740  -3.6477
H  0.4110  -2.2792  -1.7725
H  1.3982  -2.0528  0.4752
H  3.2625  -0.4610  0.8402
C  -4.0166  0.3812  3.3473
C  -3.2280  0.3955  2.0578
C  -2.3883  -0.6366  1.6426
C  -1.7739  -0.5779  0.4083
C  -2.0553  0.4514  -0.4721
C  -2.8281  1.5208  -0.0546
C  -3.3884  1.5097  1.2433
H  -4.4251  -0.6045  3.5855
H  -4.8745  1.0469  3.2880
H  -3.4068  0.6676  4.2076
H  -2.2876  -1.5240  2.2546
H  -1.1624  -1.4074  0.0791
H  -1.5780  0.5300  -1.4426
H  -2.9752  2.4003  -0.6647
H  -3.9187  2.4291  1.4524

Listed below, in e, are the Löwdin charges computed for each atom:
1. C -0.067
2. C -0.282
3. C -0.055
4. C -0.100
5. C -0.112
6. C -0.083
7. C -0.045
8. H 0.086
9. H 0.077
10. H 0.072
11. H 0.108
12. H 0.101
13. H 0.098
14. H 0.097
15. H 0.109
16. C -0.059
17. C -0.280
18. C -0.052
19. C -0.095
20. C -0.099
21. C -0.083
22. C -0.054
23. H 0.076
24. H 0.071
25. H 0.079
26. H 0.111
27. H 0.082
28. H 0.099
29. H 0.097
30. H 0.105

=====

Entry 5:
DFT (ωB97M-V with the def2-TZVPD basis set) results for a 2-piece molecular cluster, C14H16 overall.

The spin multiplicity is 1. The gap between HOMO and LUMO is 9.723 eV. The value obtained for the HOMO energy is -8.9 eV. Its energy relative to the best compared isomer or geometry (same formula, charge and spin) is 194.7 kJ/mol. As for the SMILES: Cc1ccccc1.Cc1ccccc1. The molar mass is 184.28 g mol⁻¹.

Atoms and positions in Å:
C  1.5472  1.4878  -4.2857
C  1.7850  1.4942  -2.8467
C  0.8157  0.9444  -1.9025
C  1.0834  0.8405  -0.5023
C  2.2595  1.4288  -0.1115
C  3.0688  2.1823  -0.9142
C  2.9401  2.0573  -2.3031
H  1.3573  0.3635  -4.6475
H  2.4779  1.6015  -4.7955
H  0.6829  2.1156  -4.5496
H  -0.0412  0.3625  -2.3825
H  0.4034  0.4149  0.2348
H  2.4951  1.5366  0.9807
H  3.9118  2.6912  -0.5140
H  3.6374  2.6171  -2.9832
C  -0.4488  -2.8054  0.9250
C  -1.3943  -1.9631  1.7403
C  -2.7271  -1.7461  1.2996
C  -3.4857  -0.7599  1.8888
C  -3.2528  -0.2749  3.2127
C  -2.0502  -0.6151  3.7768
C  -1.0866  -1.3662  3.0092
H  -0.5173  -2.2726  -0.1087
H  -1.0150  -3.7720  0.8024
H  0.5043  -2.8489  1.4260
H  -3.0369  -2.0297  0.3191
H  -4.3784  -0.3620  1.3579
H  -3.8183  0.4447  3.6387
H  -1.5905  -0.1890  4.6932
H  -0.1266  -1.5781  3.5419

Listed below, in e, are the Löwdin charges computed for each atom:
1. C -0.087
2. C -0.316
3. C -0.025
4. C -0.085
5. C -0.144
6. C -0.101
7. C -0.057
8. H 0.126
9. H 0.056
10. H 0.090
11. H 0.119
12. H 0.095
13. H 0.117
14. H 0.091
15. H 0.123
16. C -0.058
17. C -0.298
18. C -0.076
19. C -0.086
20. C -0.092
21. C -0.097
22. C -0.048
23. H 0.107
24. H 0.096
25. H 0.066
26. H 0.098
27. H 0.110
28. H 0.059
29. H 0.107
30. H 0.107

=====

Entry 6:
DFT (ωB97M-V with the def2-TZVPD basis set) results for a 2-piece molecular cluster, C14H16 overall.

The spin multiplicity is 1. The gap between HOMO and LUMO is 9.723 eV. The value obtained for the HOMO energy is -8.8 eV. Its energy relative to the best compared isomer or geometry (same formula, charge and spin) is 105.5 kJ/mol. As for the SMILES: Cc1ccccc1.Cc1ccccc1. The molar mass is 184.28 g mol⁻¹.

Atoms and positions in Å:
C  0.8449  0.6038  1.9476
C  2.0995  -0.1908  1.9257
C  2.0980  -1.5013  2.4065
C  3.1151  -2.3153  1.9696
C  4.2220  -1.8213  1.2959
C  4.3452  -0.4359  1.0089
C  3.2341  0.3372  1.2946
H  0.3856  0.7701  0.9695
H  0.9051  1.6001  2.4143
H  0.0749  0.2216  2.6186
H  1.2042  -1.9091  2.8584
H  3.2037  -3.3738  2.2011
H  5.0982  -2.4158  1.0684
H  5.3126  -0.0067  0.8303
H  3.2994  1.4119  1.1494
C  -1.5002  0.9283  -3.7192
C  -2.1268  0.7220  -2.3673
C  -2.1569  1.7302  -1.3918
C  -3.0576  1.6224  -0.3548
C  -3.9553  0.5796  -0.1938
C  -3.9647  -0.4190  -1.1711
C  -3.0274  -0.3411  -2.1967
H  -1.4223  1.9867  -3.9223
H  -1.9959  0.4447  -4.5555
H  -0.4849  0.5071  -3.6361
H  -1.4444  2.5435  -1.4137
H  -3.0035  2.4856  0.3047
H  -4.6728  0.6076  0.6136
H  -4.5588  -1.3133  -1.0433
H  -3.0559  -0.9335  -3.1093

Listed below, in e, are the Löwdin charges computed for each atom:
1. C -0.071
2. C -0.283
3. C -0.049
4. C -0.105
5. C -0.095
6. C -0.077
7. C -0.065
8. H 0.079
9. H 0.081
10. H 0.072
11. H 0.110
12. H 0.102
13. H 0.094
14. H 0.095
15. H 0.110
16. C -0.056
17. C -0.276
18. C -0.066
19. C -0.112
20. C -0.092
21. C -0.080
22. C -0.063
23. H 0.072
24. H 0.074
25. H 0.087
26. H 0.109
27. H 0.102
28. H 0.098
29. H 0.099
30. H 0.105